Entry 1:
Density functional theory data (the ωB97M-V functional and the def2-TZVPD basis) for a 9-piece molecular cluster, C33H69N9O9 overall.

Geometry as ORCA input:
```
! wB97M-V def2-TZVPD RIJCOSX def2/J DEFGRID3
* xyz 0 1
C 5.332 5.759 0.582
C 4.648 4.862 0.166
C 3.994 3.613 -0.298
C 3.887 2.639 0.919
C 2.480 2.087 1.203
C 1.313 3.078 1.032
C 1.442 4.530 1.474
C 0.058 5.039 0.938
N -0.133 4.269 -0.315
C 0.589 3.074 -0.328
O 0.594 2.233 -1.178
H 5.861 6.377 1.265
H 4.660 3.193 -1.055
H 3.043 3.857 -0.775
H 4.520 1.778 0.683
H 4.352 3.083 1.790
H 2.256 1.170 0.649
H 2.472 1.789 2.255
H 0.535 2.627 1.682
H 1.461 4.761 2.537
H 2.139 5.101 0.857
H 0.012 6.076 0.609
H -0.767 4.725 1.584
H -0.071 4.812 -1.164
C 4.968 -0.382 6.387
N 4.692 -0.085 4.997
C 4.188 -1.142 4.129
C 4.884 1.137 4.475
O 4.670 1.436 3.313
H 5.723 -1.169 6.449
H 4.053 -0.724 6.876
H 5.336 0.503 6.903
H 4.874 -1.290 3.301
H 3.218 -0.842 3.727
H 4.083 -2.069 4.682
H 5.263 1.870 5.208
C -3.557 -0.958 -0.494
N -2.543 -0.525 0.449
C -1.388 0.208 -0.044
C -2.635 -0.778 1.766
O -1.817 -0.440 2.603
H -3.109 -1.619 -1.237
H -3.977 -0.085 -0.998
H -4.355 -1.489 0.018
H -0.477 -0.337 0.206
H -1.348 1.185 0.438
H -1.453 0.336 -1.120
H -3.548 -1.338 2.035
C 2.662 -3.754 -0.517
N 3.710 -3.401 0.415
C 4.878 -2.690 -0.072
C 3.641 -3.713 1.712
O 4.494 -3.443 2.547
H 3.072 -4.399 -1.296
H 2.258 -2.847 -0.973
H 1.859 -4.283 -0.007
H 5.772 -3.283 0.127
H 4.971 -1.737 0.451
H 4.787 -2.513 -1.140
H 2.717 -4.250 1.980
C 4.795 -8.125 3.404
N 4.518 -7.815 2.016
C 4.000 -8.857 1.146
C 4.726 -6.586 1.504
O 4.513 -6.270 0.347
H 5.540 -8.922 3.460
H 3.878 -8.458 3.895
H 5.175 -7.247 3.922
H 4.685 -9.011 0.312
H 3.033 -8.551 0.744
H 3.887 -9.784 1.702
H 5.120 -5.870 2.242
C -6.816 -0.980 -5.257
N -5.635 -1.260 -4.464
C -4.665 -0.201 -4.240
C -5.401 -2.465 -3.923
O -4.427 -2.747 -3.246
H -6.517 -0.668 -6.260
H -7.386 -0.177 -4.788
H -7.443 -1.867 -5.334
H -3.693 -0.506 -4.632
H -4.567 -0.028 -3.169
H -4.986 0.715 -4.726
H -6.193 -3.202 -4.144
C -9.541 1.605 -0.883
N -8.269 1.495 -1.568
C -7.152 0.854 -0.885
C -8.085 1.960 -2.814
O -7.035 1.890 -3.429
H -9.413 2.183 0.034
H -9.907 0.608 -0.629
H -10.275 2.102 -1.516
H -6.323 1.561 -0.806
H -6.821 -0.007 -1.469
H -7.453 0.528 0.106
H -8.990 2.416 -3.250
C 5.749 7.048 -4.314
N 6.765 7.581 -3.430
C 7.870 8.337 -3.994
C 6.719 7.396 -2.093
O 7.542 7.818 -1.304
H 6.209 6.365 -5.032
H 5.270 7.866 -4.857
H 4.994 6.509 -3.746
H 8.813 7.849 -3.743
H 7.879 9.342 -3.569
H 7.766 8.398 -5.074
H 5.845 6.811 -1.765
C -8.560 -4.525 0.997
N -7.828 -3.314 0.681
C -6.859 -3.339 -0.405
C -8.016 -2.169 1.359
O -7.434 -1.120 1.140
H -7.858 -5.315 1.273
H -9.133 -4.845 0.125
H -9.243 -4.353 1.827
H -5.875 -3.077 -0.022
H -7.140 -2.607 -1.164
H -6.823 -4.329 -0.852
H -8.770 -2.260 2.158
*
```

Results
SMILES: C#CCCC[C@H]1CCNC1=O.CN(C)C=O.CN(C)C=O.CN(C)C=O.CN(C)C=O.CN(C)C=O.CN(C)C=O.CN(C)C=O.CN(C)C=O
Strongest force on any atom (eV Å⁻¹): 2.5
Highest occupied orbital energy (eV): -8.68
Total energy (Ha): -2468.70274
Energy relative to the best compared isomer or geometry (same formula, charge and spin) (kJ/mol): 126.0

=====

Entry 2:
Density functional theory data (the ωB97M-V functional and the def2-TZVPD basis) for a 3-piece molecular cluster, C33H70Br2FN4O9P2 overall.

Geometry as ORCA input:
```
! wB97M-V def2-TZVPD RIJCOSX def2/J DEFGRID3
* xyz 1 1
C 9.821 -3.609 1.976
O 11.106 -2.882 1.827
C 10.952 -1.453 2.201
C 10.070 -0.592 1.113
C 10.927 -0.100 -0.212
C 11.733 -1.309 -0.972
C 10.778 -2.444 -1.672
C 9.668 -1.839 -2.731
C 8.208 -2.634 -2.566
C 7.010 -1.962 -3.472
C 6.205 -0.762 -2.692
C 4.695 -1.279 -2.204
C 4.825 -1.978 -0.732
C 3.589 -1.598 0.320
C 4.084 -2.246 1.781
Br 5.711 -3.468 1.944
C 3.363 -2.017 3.079
C 2.000 -1.120 3.193
Br 4.059 -2.879 4.791
C 3.627 0.026 0.466
N 2.392 0.769 0.030
C 1.541 -0.021 -0.951
N 1.204 0.440 -2.223
F 0.417 -0.322 -3.022
N 1.052 -1.369 -0.474
C 2.163 -2.285 -0.025
C 2.224 -3.511 -1.154
C 2.863 -4.912 -0.553
N 2.067 -6.049 -1.228
H 10.064 -4.739 2.189
H 9.219 -3.129 2.872
H 9.162 -3.585 1.000
H 10.493 -1.381 3.300
H 12.025 -0.947 2.271
H 9.073 -1.170 0.824
H 9.712 0.407 1.657
H 10.182 0.503 -0.915
H 11.726 0.686 0.151
H 12.465 -0.794 -1.761
H 12.437 -1.848 -0.180
H 11.500 -3.173 -2.268
H 10.294 -3.083 -0.817
H 9.535 -0.661 -2.641
H 10.109 -2.054 -3.817
H 7.920 -2.809 -1.437
H 8.393 -3.719 -3.018
H 7.502 -1.518 -4.439
H 6.305 -2.836 -3.806
H 6.785 -0.307 -1.774
H 5.992 0.118 -3.455
H 4.350 -2.053 -3.039
H 3.972 -0.364 -2.272
H 5.798 -1.501 -0.229
H 4.977 -3.128 -0.879
H 2.155 0.040 3.016
H 1.626 -1.210 4.323
H 1.102 -1.474 2.533
H 3.800 0.311 1.612
H 4.544 0.540 -0.101
H 2.698 1.658 -0.464
H 1.589 1.388 -2.487
H 0.469 -1.205 0.401
H 1.759 -2.828 0.959
H 1.077 -3.765 -1.370
H 2.669 -3.179 -2.182
H 3.978 -5.062 -0.954
H 2.854 -4.981 0.616
H 2.481 -6.104 -2.208
H 2.352 -6.981 -0.805
O -4.215 3.504 1.909
P -3.334 2.264 1.622
O -2.700 2.879 0.222
C -1.632 3.808 0.363
C -0.372 3.135 0.869
O -4.614 1.412 0.979
C -5.965 1.739 1.278
C -6.524 2.702 0.245
O -2.350 0.878 1.300
C -2.751 -0.219 0.483
C -2.908 0.125 -0.988
H -1.934 4.622 1.030
H -1.446 4.240 -0.625
H -0.506 2.763 1.890
H 0.470 3.835 0.871
H -0.111 2.274 0.243
H -6.062 2.126 2.298
H -6.541 0.807 1.245
H -5.883 3.577 0.103
H -7.521 3.045 0.536
H -6.595 2.212 -0.731
H -3.651 -0.687 0.895
H -1.959 -0.969 0.572
H -3.686 0.873 -1.165
H -3.179 -0.770 -1.558
H -1.978 0.533 -1.393
O -10.597 3.094 -0.766
P -12.143 3.081 -0.688
O -12.216 4.158 0.567
C -12.083 5.534 0.232
C -13.289 6.041 -0.531
O -12.160 1.660 0.183
C -11.065 0.753 0.169
C -10.110 1.049 1.314
O -13.871 3.065 -0.600
C -14.622 2.212 0.259
C -14.458 2.516 1.739
H -11.164 5.687 -0.344
H -11.983 6.087 1.171
H -13.367 5.559 -1.511
H -13.225 7.122 -0.689
H -14.216 5.819 0.011
H -10.559 0.758 -0.802
H -11.475 -0.255 0.299
H -9.807 2.100 1.341
H -9.211 0.431 1.237
H -10.594 0.844 2.274
H -14.411 1.163 0.029
H -15.673 2.368 -0.003
H -13.428 2.383 2.085
H -15.091 1.849 2.333
H -14.734 3.551 1.956
*
```

Results
Strongest force on any atom (eV Å⁻¹): 9.6
Highest occupied orbital energy (eV): -10.75
Total energy (Ha): -8125.28816
Energy relative to the best compared isomer or geometry (same formula, charge and spin) (kJ/mol): 886.3

=====

Entry 3:
Density functional theory data (the ωB97M-V functional and the def2-TZVPD basis) for a 5-piece molecular cluster, C33H71F2N6O4S2 overall.

Geometry as ORCA input:
```
! wB97M-V def2-TZVPD RIJCOSX def2/J DEFGRID3
* xyz 3 1
C 39.913 -2.848 -13.843
C 38.392 -2.960 -13.833
C 37.715 -1.616 -14.128
C 36.249 -1.622 -13.758
N 35.406 -0.450 -14.241
C 34.089 -0.278 -13.488
C 33.817 1.223 -13.543
C 35.102 1.938 -13.934
C 36.148 0.848 -13.998
C 35.103 -0.731 -15.678
H 40.291 -2.174 -13.072
H 40.340 -2.673 -14.826
H 40.284 -3.814 -13.486
H 38.019 -3.424 -12.923
H 38.110 -3.580 -14.691
H 37.864 -1.246 -15.147
H 38.227 -0.845 -13.538
H 36.047 -1.717 -12.689
H 35.748 -2.485 -14.199
H 33.288 -0.842 -13.960
H 34.196 -0.686 -12.486
H 33.007 1.453 -14.237
H 33.422 1.560 -12.583
H 35.006 2.383 -14.929
H 35.353 2.822 -13.351
H 36.844 1.019 -14.815
H 36.692 0.666 -13.075
H 36.050 -0.733 -16.211
H 34.453 0.062 -16.044
H 34.643 -1.712 -15.729
C 27.012 -4.146 -9.768
C 27.996 -3.736 -10.862
C 29.352 -3.245 -10.288
C 29.231 -2.380 -9.048
N 30.556 -2.190 -8.345
C 31.101 -3.426 -7.653
C 32.132 -2.869 -6.664
C 31.732 -1.398 -6.372
C 30.493 -1.169 -7.254
C 31.577 -1.688 -9.323
H 27.426 -4.885 -9.081
H 26.097 -4.540 -10.205
H 26.732 -3.260 -9.198
H 27.549 -2.927 -11.445
H 28.266 -4.562 -11.520
H 29.847 -2.638 -11.056
H 30.023 -4.099 -10.183
H 28.647 -2.907 -8.294
H 28.814 -1.388 -9.211
H 31.538 -3.997 -8.465
H 30.301 -3.961 -7.146
H 33.107 -2.984 -7.134
H 32.161 -3.421 -5.729
H 32.535 -0.726 -6.655
H 31.379 -1.283 -5.353
H 30.367 -0.179 -7.689
H 29.603 -1.379 -6.658
H 32.398 -1.172 -8.837
H 31.040 -0.963 -9.935
H 31.960 -2.496 -9.940
C 37.686 -3.746 -20.366
C 36.458 -3.587 -21.248
C 35.526 -4.815 -21.128
C 34.151 -4.607 -21.735
N 33.142 -5.597 -21.167
C 32.869 -5.444 -19.669
C 33.177 -6.803 -19.039
C 32.856 -7.779 -20.158
C 33.474 -7.064 -21.341
C 31.842 -5.357 -21.899
H 38.322 -4.608 -20.540
H 37.346 -3.778 -19.322
H 38.240 -2.806 -20.363
H 36.754 -3.499 -22.295
H 35.876 -2.696 -20.998
H 35.515 -5.193 -20.103
H 36.066 -5.568 -21.711
H 34.185 -4.883 -22.787
H 33.688 -3.647 -21.518
H 31.833 -5.121 -19.580
H 33.469 -4.671 -19.188
H 32.619 -6.936 -18.117
H 34.253 -6.825 -18.865
H 31.807 -8.019 -20.331
H 33.362 -8.735 -20.025
H 33.214 -7.458 -22.324
H 34.562 -7.129 -21.355
H 31.095 -5.996 -21.434
H 32.032 -5.598 -22.939
H 31.503 -4.336 -21.735
C 31.813 -2.010 -18.562
C 31.950 -1.508 -17.127
N 30.774 -1.856 -16.326
C 29.789 -0.959 -15.932
C 28.875 -1.651 -15.221
N 29.198 -2.990 -15.344
C 30.370 -3.059 -15.962
C 28.678 -4.122 -14.554
H 30.865 -1.718 -19.015
H 31.894 -3.096 -18.576
H 32.601 -1.606 -19.197
H 32.016 -0.423 -17.177
H 32.839 -1.928 -16.669
H 29.919 0.085 -16.159
H 28.041 -1.328 -14.623
H 30.911 -3.993 -16.016
H 28.382 -3.723 -13.589
H 29.440 -4.880 -14.389
H 27.823 -4.554 -15.068
N 33.421 -3.763 -14.845
S 32.896 -4.317 -13.413
O 33.790 -4.410 -12.318
O 31.778 -5.195 -13.469
F 32.167 -2.893 -13.040
S 34.242 -4.973 -15.402
O 33.421 -6.039 -15.887
O 35.500 -5.242 -14.814
F 34.655 -4.282 -16.829
*
```

Results
Strongest force on any atom (eV Å⁻¹): 4.6
Highest occupied orbital energy (eV): -16.43
Total energy (Ha): -2924.70517
Energy relative to the best compared isomer or geometry (same formula, charge and spin) (kJ/mol): 0.0

=====

Entry 4:
Density functional theory data (the ωB97M-V functional and the def2-TZVPD basis) for C33H72BrCl12FNNbO3P as an isolated structure.

Geometry as ORCA input:
```
! wB97M-V def2-TZVPD RIJCOSX def2/J DEFGRID3
* xyz -1 1
C 2.516 -4.490 3.072
C 1.749 -3.478 2.205
P 2.777 -2.353 1.191
C 4.394 -3.032 0.659
C 5.607 -2.516 1.471
Nb 1.967 -0.127 0.436
Br 1.495 -1.178 -1.979
C -0.181 -0.791 0.916
C -1.248 -0.150 -0.030
C -2.164 0.790 0.774
C -2.907 1.789 -0.151
C -4.314 1.247 -0.432
C -5.445 1.821 0.437
C -5.099 2.134 1.894
C -5.948 3.309 2.364
O -7.303 2.876 2.476
C -8.214 3.911 2.153
C 4.023 0.617 -0.291
C 4.154 0.814 -1.800
C 5.142 1.941 -2.182
F 4.653 -0.349 -2.412
O 2.238 0.632 2.340
C 2.700 1.964 2.438
C 4.161 1.944 2.897
N 4.933 3.043 2.334
C 6.309 3.032 2.733
C 6.997 4.340 2.376
C 6.948 4.644 0.886
O 6.347 5.405 3.099
H 3.228 -5.075 2.497
H 2.994 -3.969 3.897
H 1.815 -5.190 3.525
H 1.041 -4.059 1.609
H 1.141 -2.895 2.890
H 4.557 -2.816 -0.391
H 4.387 -4.120 0.747
H 5.988 -3.242 2.181
H 5.338 -1.585 1.960
H 6.415 -2.257 0.788
H 1.295 1.462 -0.155
H -0.434 -0.634 1.964
H -0.183 -1.853 0.652
H -1.849 -0.963 -0.445
H -0.783 0.379 -0.853
H -2.873 0.119 1.238
H -1.611 1.273 1.579
H -2.939 2.752 0.361
H -2.304 1.906 -1.046
H -4.555 1.503 -1.462
H -4.317 0.160 -0.369
H -5.891 2.686 -0.052
H -6.233 1.071 0.461
H -4.067 2.438 2.058
H -5.328 1.307 2.563
H -5.588 3.739 3.303
H -5.917 4.067 1.579
H -9.178 3.640 2.572
H -7.877 4.836 2.630
H -8.267 4.066 1.075
H 4.815 -0.072 0.019
H 4.253 1.598 0.121
H 3.207 1.116 -2.232
H 5.515 2.487 -1.319
H 4.633 2.659 -2.817
H 5.993 1.537 -2.727
H 2.140 2.454 3.246
H 2.582 2.562 1.535
H 4.607 0.993 2.618
H 4.226 2.003 3.996
H 4.496 3.940 2.493
H 6.868 2.202 2.299
H 6.379 2.941 3.835
H 8.035 4.292 2.704
H 7.939 4.953 0.557
H 6.303 5.494 0.703
H 6.664 3.789 0.285
H 6.818 5.484 3.940
Cl -9.363 1.127 -0.488
C -9.461 0.232 -2.027
C -8.162 -0.453 -2.369
Cl -6.878 0.711 -2.769
H -9.755 0.933 -2.805
H -10.248 -0.511 -1.914
H -8.299 -1.090 -3.242
H -7.809 -1.070 -1.546
Cl -1.367 -4.666 0.545
C -1.743 -4.133 2.202
C -3.201 -3.795 2.389
Cl -3.637 -2.326 1.490
H -1.109 -3.275 2.422
H -1.462 -4.952 2.864
H -3.395 -3.597 3.442
H -3.853 -4.604 2.066
Cl 7.411 1.283 -6.097
C 5.931 0.321 -5.826
C 4.690 1.047 -6.278
Cl 4.331 2.449 -5.242
H 5.878 0.071 -4.769
H 6.044 -0.600 -6.396
H 3.835 0.377 -6.212
H 4.778 1.397 -7.304
Cl -3.305 -3.893 -4.948
C -2.694 -3.531 -3.308
C -3.774 -3.639 -2.263
Cl -4.990 -2.345 -2.418
H -2.253 -2.538 -3.324
H -1.907 -4.253 -3.096
H -3.331 -3.538 -1.273
H -4.289 -4.595 -2.317
Cl 0.644 -7.122 2.235
C 0.689 -8.009 0.694
C 2.055 -8.578 0.407
Cl 3.254 -7.306 0.066
H 0.367 -7.328 -0.091
H -0.037 -8.818 0.770
H 2.007 -9.216 -0.474
H 2.422 -9.169 1.243
Cl -2.614 4.925 -0.674
C -2.724 5.286 -2.414
C -4.153 5.401 -2.884
Cl -5.002 3.836 -2.833
H -2.189 4.504 -2.947
H -2.210 6.232 -2.580
H -4.170 5.743 -3.918
H -4.717 6.106 -2.278
*
```

Results
Strongest force on any atom (eV Å⁻¹): 3.0
Highest occupied orbital energy (eV): -3.92
Total energy (Ha): -10175.49007